# 1
The following is a quantum chemistry calculation of a structure of composition C21H45BiOP3S at a distorted geometry, from the Open Molecules 2025 dataset.

```
72
Properties=species:S:1:pos:R:3:forces:R:3:lowdin_charge:R:1
Bi 0.442897 0.615546 -0.177963 -1.481 -0.835 -0.576 1.0896
P 2.173379 2.006322 1.202701 -0.187 0.684 1.716 0.5641
P -1.429276 0.854777 2.092474 -0.380 -0.606 0.520 0.7554
P -1.208099 2.594269 -1.237992 0.351 0.421 -0.214 0.6915
H 1.680746 -1.666642 -4.647993 -0.091 -0.162 0.173 0.1147
C 1.370685 -0.635264 -4.554864 -0.387 1.323 -0.433 -0.2906
C 2.226968 0.288654 -3.785764 -0.629 -1.848 -0.958 -0.0254
H 3.134376 -0.106453 -3.366614 0.005 -0.153 0.633 0.1014
C 3.110400 0.653654 1.963174 0.208 -0.017 0.040 -0.2443
C 1.578637 3.078758 2.531372 0.537 0.531 0.246 -0.2440
C 3.328141 2.872772 0.134378 0.097 0.354 -0.067 -0.2358
C -2.890357 -0.183584 1.696641 0.255 0.113 -0.413 -0.2399
C -0.765823 0.034221 3.593920 0.270 -0.120 -0.140 -0.2337
C -2.166698 2.394671 2.776277 0.272 0.264 -0.349 -0.2368
C -0.929413 2.815676 -3.027681 0.105 -0.330 -0.239 -0.2520
C -0.803488 4.196049 -0.491456 0.108 0.050 0.008 -0.2431
C -3.011869 2.478902 -1.095894 -0.056 -0.562 0.164 -0.2223
H 0.783804 -0.235459 -5.374068 0.512 -0.109 -0.409 0.1085
H 2.241767 1.323558 -4.103348 -0.475 0.330 0.649 0.1059
H 3.056890 -0.261364 1.360067 0.039 0.189 0.026 0.0324
H 2.711910 0.419395 2.957590 0.121 0.115 -0.214 0.0571
H 4.155105 0.967726 2.039063 -0.051 -0.181 0.171 0.0706
H 1.100723 2.506166 3.337343 0.231 0.006 -0.266 0.0461
H 0.857527 3.817883 2.159243 0.271 -0.152 -0.011 0.0380
H 2.449690 3.604796 2.934700 -0.264 0.132 0.276 0.0708
H 3.530880 2.297417 -0.776078 0.031 0.013 0.188 0.0499
H 4.259082 3.013993 0.692275 0.000 0.095 -0.234 0.0735
H 2.920616 3.846983 -0.155220 0.125 -0.108 0.060 0.0578
H -3.620537 -0.148600 2.517162 0.240 0.038 -0.182 0.0791
H -2.558936 -1.217935 1.539092 -0.109 0.254 0.079 0.0380
H -3.356248 0.163647 0.765280 0.001 -0.095 0.294 0.0305
H -1.219994 0.460152 4.494823 0.062 -0.070 -0.174 0.0706
H 0.318743 0.159641 3.635756 -0.127 0.024 0.146 0.0160
H -0.968486 -1.046417 3.559158 0.031 0.375 -0.074 0.0625
H -2.734393 2.134985 3.683842 0.159 0.076 -0.352 0.0750
H -2.835057 2.872199 2.045332 0.140 -0.181 0.285 0.0373
H -1.377622 3.115022 3.035932 -0.262 -0.218 0.034 0.0397
H -1.769954 3.371661 -3.477669 0.420 -0.095 0.239 0.0774
H -0.862257 1.830001 -3.523041 -0.171 0.662 0.187 -0.0060
H 0.013356 3.358684 -3.180966 -0.261 -0.087 -0.037 0.0636
H -1.373838 4.983775 -0.999864 0.141 -0.089 0.139 0.0810
H 0.270228 4.393349 -0.597918 -0.235 0.060 0.024 0.0478
H -1.068145 4.188073 0.573019 0.049 0.034 -0.226 0.0380
H -3.470512 3.074284 -1.894267 0.128 -0.061 0.188 0.0759
H -3.339180 2.861082 -0.126855 -0.012 -0.082 -0.110 0.0450
H -3.324907 1.434249 -1.202132 -0.074 0.236 -0.017 0.0454
C -0.255531 -1.941867 -2.750051 0.801 -2.232 1.241 -0.5446
C -1.644943 -2.043033 -2.778011 0.159 1.196 -0.418 -0.1162
C -2.230036 -3.257572 -3.061961 0.211 -0.482 -0.131 -0.0315
C -1.415517 -4.378750 -3.192772 -0.032 -0.313 -0.294 -0.0267
C -0.052931 -4.326739 -2.878907 0.149 0.252 0.083 -0.0252
C 0.553885 -3.082446 -2.617684 -0.577 -0.112 -0.485 -0.0975
S 0.353969 -0.320774 -3.058555 0.655 0.878 -1.061 0.9251
H -1.006584 -0.396838 -0.735233 -0.786 -0.006 0.287 -0.1413
H -2.209504 -1.122550 -2.655564 -0.231 -0.229 -0.305 0.1005
H -3.292087 -3.346048 -3.266358 0.092 0.152 0.228 0.1322
H -1.869002 -5.293425 -3.592608 0.318 0.220 0.488 0.1360
H 0.527727 -5.256084 -2.884058 -0.126 0.504 0.063 0.1329
H 1.602210 -2.981227 -2.326877 -0.191 -0.195 -0.436 0.1274
C 1.064858 -3.748957 2.949057 -0.451 0.148 0.116 -0.1270
C 0.251065 -4.103526 1.697080 0.063 0.006 -0.634 -0.1250
C 0.161097 -2.809311 0.871810 0.004 0.233 -0.228 -0.1936
O 0.946214 -1.781925 1.546624 -0.565 -0.262 -0.063 -0.3063
C 1.650099 -2.372773 2.671596 0.599 0.300 -0.087 -0.1918
H 0.409329 -3.710789 3.820700 0.101 -0.044 -0.014 0.1195
H 1.847253 -4.479262 3.146818 -0.060 0.052 0.029 0.1266
H -0.754518 -4.469306 1.928283 0.317 -0.046 0.036 0.1224
H 0.768614 -4.859613 1.094715 -0.210 0.050 0.243 0.1204
H 0.573449 -2.936955 -0.148867 -0.231 0.037 0.586 0.0895
H -0.877601 -2.437097 0.769365 0.477 -0.145 0.070 0.0914
H 1.554224 -1.691543 3.525215 0.012 -0.159 -0.164 0.1027
H 2.712772 -2.432888 2.403309 -0.154 -0.022 0.061 0.1238
```
Positions in Å, forces in eV/Å.

Values from the calculation:
Charge   +3
Energy above the lowest of the compared OMol25 structures with the same formula, charge and spin   10.2 kcal/mol
HOMO-LUMO gap (spin up / spin down)   5.67 / 5.67 eV
E_HOMO (spin up / spin down)   -15.83 / -15.83 eV
Spin multiplicity   1

***

# 2
The following is a quantum chemistry calculation of the molecule C10H9N7O2S2 at a distorted geometry, from the Open Molecules 2025 dataset.

```
30
Properties=species:S:1:pos:R:3:forces:R:3:nbo_charge:R:1
C -0.141394 -4.207270 1.731380 0.147 -0.224 0.040 -0.6604
C -0.746179 -3.025122 1.088295 0.284 0.022 -0.898 0.0778
N -1.528542 -2.192801 1.661720 0.283 -0.897 1.249 -0.2532
N -1.958300 -1.201173 0.894373 -0.836 1.016 -1.023 -0.3314
C -1.503037 -1.240869 -0.308711 0.637 -1.048 0.104 0.2385
N -1.760533 -0.343657 -1.300085 -0.222 -0.177 -0.776 -0.6446
C -2.103338 0.996405 -1.203351 -0.450 -0.074 -0.171 0.7342
O -2.172306 1.656437 -2.209199 -0.151 0.073 -0.130 -0.5845
C -2.619335 1.502275 0.126128 0.200 0.344 0.370 -0.6258
S -1.471051 1.560638 1.544081 -0.155 0.365 0.314 0.3309
C 0.069150 1.361243 0.768030 -0.124 0.115 -0.628 0.3167
N 0.124237 1.423113 -0.525018 0.250 0.371 0.307 -0.5535
C 1.355807 1.224763 -1.043314 0.634 -0.240 0.831 0.3614
N 1.698769 1.232664 -2.340405 -0.363 0.050 0.350 -0.3433
N 3.008786 0.981980 -2.500966 0.720 -0.115 -0.597 -0.2463
C 3.516807 0.801253 -1.306060 -0.262 0.046 0.078 0.0055
C 2.521555 0.941718 -0.313661 -0.518 0.149 -0.496 -0.3255
C 2.458956 0.869617 1.120238 -0.212 0.046 -0.172 0.6652
O 3.325137 0.629185 1.923978 0.268 -0.045 0.157 -0.5837
N 1.136417 1.123314 1.569444 -0.084 0.026 0.312 -0.6107
S -0.434932 -2.617687 -0.605888 -0.483 0.483 0.715 0.2945
H -0.401183 -5.111737 1.183468 0.009 -0.089 0.047 0.2314
H -0.507181 -4.280513 2.751717 -0.010 -0.006 0.025 0.2495
H 0.944258 -4.117287 1.741197 0.043 -0.056 0.056 0.2348
H -1.453319 -0.606974 -2.228967 -0.111 0.183 0.150 0.4188
H -2.985695 2.516928 -0.033103 0.047 -0.201 -0.109 0.2587
H -3.426807 0.850766 0.464554 0.033 0.011 -0.017 0.2701
H 1.111586 1.441972 -3.132462 0.073 -0.007 0.080 0.4227
H 4.556583 0.581805 -1.176320 0.250 -0.042 -0.046 0.2224
H 0.996925 1.091142 2.573049 0.106 -0.080 -0.121 0.4299
```
Positions in Å, forces in eV/Å.

Values from the calculation:
Charge   0
Structure (SMILES)   Cc1nnc(NC(=O)CSc2nc3[nH]ncc3c(=O)[nH]2)s1
HOMO-LUMO gap   8.90 eV
E_HOMO   -8.63 eV
Spin multiplicity   1

***

# 3
The following is a quantum chemistry calculation of a cluster of 3 separate species, C19H23F3N2OP in total at a distorted geometry, from the Open Molecules 2025 dataset.

```
49
Properties=species:S:1:pos:R:3:forces:R:3:nbo_charge:R:1
C 1.502709 0.640710 -1.792776 -0.206 0.402 -0.057 -0.6938
C 1.019839 -0.261026 -0.728351 0.070 -0.135 0.159 0.4859
N 0.883798 -1.577456 -0.797788 0.617 -2.098 -0.717 -0.3264
C 1.153866 -2.518706 -1.906776 -1.068 -0.350 -0.832 0.3843
C -0.121549 -2.692097 -2.748947 0.317 0.607 0.708 -0.6600
F 2.200085 -2.100203 -2.659843 0.272 0.367 0.053 -0.3265
C 0.373553 -2.105336 0.372350 0.327 1.007 -0.492 -0.0209
C 0.192646 -1.036376 1.160600 -0.113 -0.830 2.020 -0.2106
P -0.529991 -1.220786 2.823419 -1.358 0.171 -0.237 1.4920
O -1.968959 -0.912548 2.773354 -0.351 0.360 0.087 -1.0659
N 0.590271 0.077836 0.490003 0.171 1.063 -0.017 -0.2770
C 0.502260 1.439542 1.036682 -0.231 -0.246 -0.078 -0.4188
H 0.624790 1.034573 -2.304222 0.049 0.159 -0.098 0.2812
H 2.114418 0.137894 -2.529713 0.007 -0.202 0.074 0.2770
H 2.075682 1.470001 -1.385561 -0.009 -0.013 0.098 0.2533
H 1.417640 -3.476007 -1.466765 0.288 0.089 0.297 0.1840
H -0.716447 -1.790128 -2.632643 -0.160 0.000 -0.258 0.2334
H -0.683299 -3.520657 -2.325055 -0.103 -0.128 -0.294 0.2331
H 0.108522 -2.824344 -3.801084 0.066 -0.278 0.010 0.2573
H 0.177106 -3.140612 0.565941 0.086 -0.201 -0.225 0.2605
H 0.170269 -0.419411 3.732768 0.566 -0.333 -0.263 -0.0276
H -0.356247 -2.588782 3.135787 0.763 0.227 -0.161 -0.0532
H -0.546345 1.645985 1.239344 0.000 0.082 0.069 0.2472
H 0.868534 2.142238 0.298774 0.069 0.055 0.045 0.2339
H 1.080357 1.499773 1.954662 0.054 0.056 -0.001 0.2406
F 0.823498 1.218677 4.856073 0.030 0.037 -0.068 -0.3530
C 0.110962 1.243827 6.018092 -0.309 0.004 0.448 0.3817
C 0.493284 2.126363 7.004706 0.240 0.170 -0.088 -0.2812
C -0.229710 2.163603 8.187332 -0.095 -0.110 -0.033 -0.1790
C -1.313235 1.315480 8.367578 -0.034 0.009 0.059 -0.2150
C -1.679211 0.431100 7.363313 0.062 0.069 0.054 -0.1807
C -0.967344 0.392741 6.172971 0.114 -0.109 -0.252 -0.2923
H 1.345369 2.774539 6.846855 -0.013 -0.009 -0.022 0.2333
H 0.053401 2.855600 8.968490 0.028 0.001 -0.013 0.2267
H -1.873068 1.344680 9.292492 -0.001 -0.005 -0.010 0.2259
H -2.521504 -0.232087 7.505217 -0.006 0.001 -0.035 0.2263
H -1.251805 -0.288773 5.379056 -0.092 0.116 0.102 0.2183
F -0.742579 0.253225 -3.873712 -0.044 0.012 0.036 -0.3595
C -0.584024 0.410019 -5.218522 0.048 0.046 -0.449 0.3673
C -1.641751 0.882183 -5.964874 -0.255 0.063 0.183 -0.2825
C -1.474444 1.043901 -7.332249 0.164 -0.061 -0.002 -0.1775
C -0.262046 0.723445 -7.928948 -0.012 0.011 -0.051 -0.2143
C 0.787947 0.245007 -7.158427 -0.112 0.046 -0.032 -0.2000
C 0.630310 0.090089 -5.788418 0.162 -0.100 0.232 -0.2558
H -2.580544 1.118840 -5.481283 0.020 0.003 0.010 0.2353
H -2.291457 1.419943 -7.932388 -0.018 -0.009 0.022 0.2288
H -0.136775 0.847188 -8.995994 0.004 -0.003 0.008 0.2278
H 1.730998 -0.008601 -7.623024 0.011 0.007 0.023 0.2260
H 1.440217 -0.275070 -5.168494 -0.013 -0.020 -0.014 0.2106
```
Positions in Å, forces in eV/Å.

Values from the calculation:
Charge   +1
Energy above the lowest of the compared OMol25 structures with the same formula, charge and spin   0.0 kcal/mol
HOMO-LUMO gap   8.87 eV
E_HOMO   -11.45 eV
Spin multiplicity   1

***

# 4
The following is a quantum chemistry calculation of the molecule C9H15NO2 at a distorted geometry, from the Open Molecules 2025 dataset.

```
27
Properties=species:S:1:pos:R:3:forces:R:3:nbo_charge:R:1
C -1.606837 -2.270857 -1.760840 0.744 -0.232 -0.783 -0.6513
C -0.564821 -1.539867 -1.032529 2.527 1.106 0.110 0.0979
C 0.918408 -1.948916 -1.023660 0.463 -0.323 -1.199 -0.6635
C -0.843389 -0.336262 -0.563722 1.044 0.551 -0.383 -0.2348
C 0.057488 0.784853 -0.125253 -1.070 -2.966 3.063 -0.0246
N 0.684782 1.468283 -1.189970 0.222 -0.534 0.040 0.5459
O 1.191544 2.521000 -0.991588 1.056 2.620 0.703 -0.3882
O 0.690478 0.911062 -2.244249 0.009 -0.816 -2.226 -0.3851
C 0.771422 0.621062 1.279803 1.541 1.893 0.590 -0.1729
C 2.232549 1.247846 1.528256 -1.805 -1.414 -0.112 -0.6132
C -0.410899 1.507655 1.116463 1.182 2.794 -0.641 -0.2091
C -1.722680 1.095252 1.600668 -0.953 1.290 2.632 -0.6080
H -2.488563 -2.312942 -1.184613 -1.092 -0.596 0.595 0.2260
H -1.859193 -1.784136 -2.690088 -0.034 0.527 -0.339 0.2266
H -1.196015 -3.201156 -2.081495 -0.279 -1.161 0.129 0.2159
H 1.559649 -1.038842 -1.260646 -0.771 -1.392 0.103 0.2304
H 1.206218 -2.279707 -0.038489 0.107 -0.142 0.510 0.2201
H 1.209137 -2.822985 -1.716606 -0.684 1.476 0.805 0.2188
H -1.797691 0.006487 -0.793899 -1.930 0.568 -0.031 0.1885
H 0.621589 -0.254362 1.972682 -0.002 0.488 -1.539 0.2345
H 2.531190 2.118421 0.967420 -0.430 0.231 -0.282 0.2361
H 2.885026 0.435252 1.270990 0.709 -0.295 -0.120 0.2077
H 2.368161 1.437562 2.588553 -0.166 0.079 0.158 0.2138
H -0.284521 2.650653 1.124119 0.300 -1.879 -0.133 0.2398
H -1.751549 0.045635 1.627549 -0.379 -1.465 0.244 0.2170
H -2.499687 1.444554 0.941826 -0.487 0.220 -0.053 0.2154
H -1.901799 1.494456 2.679317 0.179 -0.628 -1.840 0.2163
```
Positions in Å, forces in eV/Å.

Values from the calculation:
Charge   0
Structure (SMILES)   CC(C)=CC1([N+](=O)[O-])[C@@H](C)[C@@H]1C
Energy above the lowest of the compared OMol25 structures with the same formula, charge and spin   123.4 kcal/mol
HOMO-LUMO gap   9.85 eV
E_HOMO   -9.15 eV
Spin multiplicity   1